*1*
{"formula": "C3H9N", "method": "wB97M-V/def2-TZVPD", "elements": ["N", "H", "H", "H", "H", "H", "C", "C", "H", "H", "H", "H", "C"], "positions_angstrom": [[-0.39307, 0.10486, -0.95714], [2.10636, -0.05361, 0.59922], [-0.90925, 2.03667, -0.71292], [2.51984, 0.43317, 2.24501], [-1.61810, -1.53794, -0.35861], [-1.49825, -1.24925, -2.07469], [1.72099, 0.43141, 1.49057], [-0.91368, -1.26143, -1.14929], [-2.18171, 0.70338, -0.20435], [0.93154, -0.22987, 1.84774], [1.51884, 1.48389, 1.33996], [-0.04331, -1.86344, -1.38353], [-1.24019, 1.00216, -0.68196]], "nbo_charge": [-0.383, 0.220, 0.177, 0.204, 0.189, 0.203, -0.852, -0.462, 0.137, 0.212, 0.215, 0.213, -0.071], "total_charge": 0, "homo_energy_ha": -0.351, "smiles": "C=NC.C", "homo_lumo_gap_ev": 10.700, "mol_weight_g_mol": 59.1}


*2*
{"formula": "C3H9N", "method": "wB97M-V/def2-TZVPD", "elements": ["H", "C", "H", "H", "H", "H", "C", "H", "H", "H", "H", "C", "N"], "positions_angstrom": [[-0.61561, -2.21354, 3.12962], [-1.37991, -1.44200, 2.99557], [-1.30149, -1.05751, 2.00925], [-1.57971, -0.64326, 3.76488], [1.50740, 2.72597, -1.21469], [0.79592, 1.82040, -3.21898], [0.83966, 1.17619, -2.27397], [0.64100, 1.32285, -0.25316], [-2.28080, -2.10050, 2.95874], [0.63876, -0.56324, -1.33822], [0.94705, -0.74865, -3.14705], [0.86337, -0.17646, -2.28454], [0.92437, 1.89975, -1.12745]], "nbo_charge": [0.220, -0.864, 0.209, 0.223, 0.402, 0.185, 0.032, 0.396, 0.212, 0.176, 0.207, -0.542, -0.857], "total_charge": 0, "homo_energy_ha": -0.294, "smiles": "C=CN.C", "homo_lumo_gap_ev": 8.902, "mol_weight_g_mol": 59.1}


Which one is most stable, and which one is least stable? *1* is the most stable of them, while *2* is the least stable.


*1*
{"formula": "C2H2Br6", "method": "wB97M-V/def2-TZVPD", "elements": ["H", "Br", "C", "Br", "H", "Br", "Br", "C", "Br", "Br"], "positions_angstrom": [[-0.79517, -1.07124, 0.23027], [-0.89227, -1.62348, 2.64278], [1.61811, 1.47300, -1.01344], [1.19244, -0.30756, -1.56137], [0.89454, 2.13625, -1.46523], [-2.90223, 0.05157, 0.84926], [3.36028, 1.99578, -1.61329], [-1.60669, -1.35904, 0.88161], [-2.31413, -2.97678, 0.15939], [1.44512, 1.68148, 0.89001]], "nbo_charge": [0.229, 0.092, -0.509, 0.092, 0.229, 0.090, 0.102, -0.513, 0.093, 0.096], "total_charge": 0, "homo_energy_ha": -0.377, "homo_lumo_gap_ev": 10.130, "mol_weight_g_mol": 505.5}


*2*
{"formula": "C2H2Br6", "method": "wB97M-V/def2-TZVPD", "elements": ["Br", "Br", "H", "Br", "Br", "Br", "C", "C", "Br", "H"], "positions_angstrom": [[-0.22623, 0.12163, -2.18583], [-0.17985, 3.26262, 1.91580], [-0.14584, 1.07274, 0.75545], [0.37231, -3.00221, -2.18059], [0.85529, 0.30279, 2.91216], [-1.04639, -1.66601, 0.40333], [0.67375, 1.51463, 1.32211], [-0.90032, -1.63310, -1.57825], [2.53394, 1.68652, 0.55074], [-1.93668, -1.65965, -1.91492]], "nbo_charge": [0.063, 0.047, 0.225, 0.108, 0.049, 0.062, -0.422, -0.456, 0.094, 0.231], "total_charge": 0, "homo_energy_ha": -0.378, "homo_lumo_gap_ev": 9.712, "mol_weight_g_mol": 505.5}


Which one is most stable, and which one is least stable? *1* is the most stable of them, while *2* is the least stable.


*1*
{"formula": "C6H7N", "method": "wB97M-V/def2-TZVPD", "elements": ["C", "C", "H", "H", "H", "N", "C", "C", "H", "H", "H", "H", "C", "C"], "positions_angstrom": [[-1.32951, 1.12280, 0.00544], [1.04829, 0.28373, -0.04823], [-3.51560, 0.29826, 0.13041], [1.27908, -1.64472, -0.80912], [1.53444, -1.42012, 0.98812], [-0.42211, 0.10476, 0.10073], [1.84671, 1.28374, -0.26781], [1.70246, -1.07569, 0.02665], [2.78614, -0.72331, -0.16197], [-1.18618, 2.13618, 0.00843], [1.99688, 2.27562, -0.31587], [-1.61921, -1.94952, 0.11278], [-1.64982, -0.88905, 0.10897], [-2.47156, 0.19734, 0.12149]], "nbo_charge": [0.055, 0.092, 0.223, 0.220, 0.217, -0.459, -0.170, -0.628, 0.228, 0.195, 0.179, 0.215, -0.014, -0.353], "total_charge": 0, "homo_energy_ha": [-0.298, -0.263], "homo_lumo_gap_ev": [8.183, 6.935], "mol_weight_g_mol": 93.1}


*2*
{"formula": "C6H7N", "method": "wB97M-V/def2-TZVPD", "elements": ["H", "C", "H", "C", "H", "N", "C", "C", "H", "C", "H", "C", "H", "H"], "positions_angstrom": [[-2.70496, -0.86816, -0.70230], [-0.71618, -0.12206, -0.10542], [-2.20585, -0.00502, 1.39603], [1.92495, -0.33409, 0.11957], [-0.73630, 1.69710, -0.25033], [-0.28345, -1.36708, -0.15125], [-2.14483, 0.02036, 0.15389], [0.16920, 0.98895, -0.33833], [3.10334, -0.41445, 0.48975], [1.51682, 1.03247, -0.10684], [-2.46917, 1.16574, -0.36503], [1.02599, -1.36404, -0.14225], [1.39060, -2.47754, -0.23715], [2.12985, 2.04783, 0.23967]], "nbo_charge": [0.263, 0.166, 0.262, -0.280, 0.222, -0.421, -0.649, -0.296, 0.233, -0.177, 0.211, 0.022, 0.193, 0.252], "total_charge": 0, "homo_energy_ha": -0.330, "homo_lumo_gap_ev": 9.739, "mol_weight_g_mol": 93.1}


Which one is most stable, and which one is least stable? *2* is the most stable of them, while *1* is the least stable.


*1*
{"formula": "C5H15NP", "method": "wB97M-V/def2-TZVPD", "elements": ["H", "H", "H", "H", "C", "H", "H", "H", "H", "C", "H", "C", "H", "H", "H", "N", "C", "C", "P", "H", "H", "H"], "positions_angstrom": [[1.27612, 2.07780, 0.54928], [-0.26371, 2.67583, 0.12637], [-1.60643, -1.66472, -0.12145], [-0.01361, 1.49978, 1.42199], [-0.10145, 0.66218, -0.37908], [-1.80074, 0.21478, 0.90270], [0.07440, 0.88262, -1.51714], [0.88207, -1.38898, -0.68525], [-2.86519, -1.22591, -1.06158], [-1.65308, 0.31891, -0.20039], [-2.26087, 1.20954, -0.41782], [-1.85635, -1.00335, -0.82957], [2.53412, 0.38024, -1.90379], [0.62453, -0.31941, 2.13327], [1.24500, -1.81602, 1.44048], [0.22626, 1.81318, 0.48020], [0.83411, -0.47169, -0.07061], [0.53596, -1.06671, 1.34520], [2.56607, 0.38241, -0.42800], [-0.49036, -1.37398, 1.33121], [-1.18373, -1.02033, -1.67966], [3.29686, -0.76615, -0.43634]], "nbo_charge": [0.465, 0.460, 0.208, 0.444, -0.081, 0.192, 0.244, 0.273, 0.246, -0.394, 0.227, -0.604, 0.028, 0.183, 0.241, -0.720, -0.459, -0.612, 0.207, 0.221, 0.209, 0.021], "total_charge": 1, "homo_energy_ha": -0.500, "smiles": "CC[C@@H]([NH3+])[C@H](C)P", "homo_lumo_gap_ev": 10.210, "mol_weight_g_mol": 120.2}


*2*
{"formula": "C5H15NP", "method": "wB97M-V/def2-TZVPD", "elements": ["H", "H", "H", "H", "H", "H", "H", "H", "H", "C", "C", "H", "C", "H", "H", "N", "C", "P", "H", "H", "H", "C"], "positions_angstrom": [[2.40679, 1.53480, -1.23642], [2.55807, -0.77681, -1.17934], [-3.63270, 1.34321, 0.41147], [-0.63247, -0.53619, 1.24701], [-2.85479, 0.18424, 1.33143], [1.10386, 2.32101, -0.62013], [-0.83753, 1.50642, 1.17658], [0.72274, -1.72920, 0.95868], [3.12913, -0.59687, 0.63347], [1.48165, 0.45428, 0.41847], [-2.23919, -0.02026, -0.78185], [2.31498, 2.40559, 0.32553], [-3.26104, 0.26176, 0.29852], [-4.01986, -0.40227, 0.10303], [-2.47667, 0.46850, -1.70236], [1.86906, 1.69210, -0.32890], [1.42382, -1.89248, 0.07208], [-0.46434, 0.42984, 0.23417], [0.83358, -2.28903, -0.77804], [-1.87033, -0.98831, -0.89879], [2.09181, -2.69825, 0.38767], [2.35340, -0.67208, -0.07226]], "nbo_charge": [0.428, 0.206, 0.237, 0.038, 0.218, 0.425, 0.044, 0.203, 0.251, -0.248, -0.493, 0.445, -0.649, 0.245, 0.242, -0.745, -0.620, 0.599, 0.227, 0.215, 0.242, -0.509], "total_charge": 1, "homo_energy_ha": -0.437, "smiles": "CC[PH2]=C([NH3+])CC", "homo_lumo_gap_ev": 7.896, "mol_weight_g_mol": 120.2}


*3*
{"formula": "C5H15NP", "method": "wB97M-V/def2-TZVPD", "elements": ["C", "H", "C", "H", "H", "C", "H", "H", "H", "H", "N", "H", "P", "C", "H", "H", "C", "H", "H", "H", "H", "H"], "positions_angstrom": [[-1.73480, 1.88132, 1.34345], [-0.05657, -2.23302, 1.31276], [-0.92477, 0.47774, -0.56351], [-1.45699, 2.13982, 2.46655], [-0.33280, 0.40064, 1.52310], [0.45611, -1.41887, -0.61505], [1.88308, -1.07373, -2.92562], [3.19518, -1.51797, -1.44074], [0.03007, -2.23269, -1.19831], [-2.07695, -0.28496, 1.22102], [-0.12185, 1.52783, -0.90388], [-2.87370, 2.02576, 1.20538], [1.95878, -0.88485, -1.52737], [0.86959, -1.92428, 0.78080], [0.22550, 1.43573, -1.92213], [1.36856, -1.25844, 1.42841], [-1.19819, 0.48108, 0.91667], [1.46197, -2.83738, 0.85430], [0.27689, 2.06642, -0.12753], [1.91308, 0.37419, -1.09191], [-1.28612, 2.62117, 0.64624], [-1.57607, 0.23448, -1.38262]], "nbo_charge": [-0.616, 0.244, 0.231, 0.242, 0.236, -0.656, 0.060, 0.053, 0.231, 0.256, -0.809, 0.238, 0.744, -0.674, 0.417, 0.212, -0.504, 0.231, 0.422, 0.019, 0.198, 0.225], "total_charge": 1, "homo_energy_ha": -0.457, "homo_lumo_gap_ev": 8.956, "mol_weight_g_mol": 120.2}


*4*
{"formula": "C5H15NP", "method": "wB97M-V/def2-TZVPD", "elements": ["C", "H", "H", "H", "H", "H", "C", "P", "H", "H", "H", "H", "H", "H", "H", "H", "C", "H", "C", "H", "C", "N"], "positions_angstrom": [[-0.06534, -0.11584, -0.75231], [-2.65826, -0.54654, -0.01058], [1.03097, 1.73673, 0.67414], [-0.27857, 2.07955, 1.87488], [1.06629, 0.33489, -2.42146], [-2.63649, 0.18267, 1.69575], [-1.96099, -0.22467, 0.83204], [-0.83674, -1.62536, -1.63856], [1.56119, -1.33807, 0.90037], [0.95151, 1.76073, -1.31082], [0.40268, -2.30972, -2.21715], [-1.24809, 1.47463, -0.38672], [2.18798, -1.24674, -0.90151], [-0.46408, 1.39417, -2.17324], [2.28321, 0.03966, 0.32166], [-1.64606, -1.16234, 1.18659], [1.71627, -0.80650, -0.01326], [-0.98632, -2.51244, -0.51266], [0.11405, 1.26483, 1.25013], [0.44545, 0.46152, 1.88332], [-0.91047, 0.64975, 0.24664], [0.38868, 0.95366, -1.75031]], "nbo_charge": [-0.046, 0.226, 0.171, 0.243, 0.476, 0.260, -0.632, 0.276, 0.234, 0.458, 0.020, 0.188, 0.212, 0.448, 0.202, 0.226, -0.549, 0.043, -0.574, 0.221, -0.320, -0.783], "total_charge": 1, "homo_energy_ha": -0.480, "homo_lumo_gap_ev": 9.380, "mol_weight_g_mol": 120.2}


Which one is most stable, and which one is least stable? *1* is the most stable of them, while *2* is the least stable.


*1*
{"formula": "CHCl2F2NS", "method": "wB97M-V/def2-TZVPD", "elements": ["Cl", "Cl", "N", "S", "F", "H", "F", "C"], "positions_angstrom": [[-1.05959, 2.67582, -0.12602], [1.33817, 2.33364, -1.45538], [0.69037, -1.05356, 0.12151], [-0.40330, -1.98003, 0.57164], [-0.88221, -2.58942, -0.89615], [1.49580, -0.85909, 0.81937], [-1.74802, -1.04000, 0.84994], [0.56878, 2.51263, 0.11509]], "nbo_charge": [0.100, -0.001, -1.088, 1.661, -0.484, 0.426, -0.515, -0.099], "total_charge": 0, "homo_energy_ha": -0.357, "homo_lumo_gap_ev": 8.761, "mol_weight_g_mol": 168.0}


*2*
{"formula": "CHCl2F2NS", "method": "wB97M-V/def2-TZVPD", "elements": ["F", "H", "F", "Cl", "Cl", "S", "N", "C"], "positions_angstrom": [[2.89257, -0.10777, -0.84520], [-3.69037, -0.15685, -0.58264], [2.00406, -0.40661, 1.36987], [1.03976, 1.85217, 0.03932], [1.49208, -2.39769, -0.24113], [1.47748, -0.30455, -0.13014], [-2.18224, 1.04866, 0.48809], [-3.03334, 0.47264, -0.09817]], "nbo_charge": [-0.445, 0.221, -0.446, -0.361, -0.309, 1.564, -0.298, 0.074], "total_charge": 0, "homo_energy_ha": -0.370, "homo_lumo_gap_ev": 9.223, "mol_weight_g_mol": 168.0}


Which one is most stable, and which one is least stable? *2* is the most stable of them, while *1* is the least stable.


*1*
{"formula": "C6H12N3O2", "method": "wB97M-V/def2-TZVPD", "elements": ["H", "N", "C", "C", "C", "O", "H", "C", "C", "N", "H", "H", "C", "N", "H", "H", "H", "H", "O", "H", "H", "H", "H"], "positions_angstrom": [[2.49324, 2.21479, -1.50359], [-0.44486, 1.24320, -2.11845], [-2.45693, -0.11894, 0.49572], [0.13028, 0.75710, -0.79855], [-0.18238, -0.52351, 0.49918], [1.16547, -1.99253, 1.57158], [-1.18972, -2.70777, 1.70845], [1.60403, 0.33004, -0.96997], [-1.63671, -1.75783, 2.00357], [0.93703, -1.13982, 0.75020], [-2.70133, -1.89766, 2.18050], [2.43625, 1.91236, 0.24456], [2.59916, 1.46168, -0.73130], [-1.44000, -0.76299, 0.96775], [-3.45003, -0.30757, 0.86260], [-2.32064, 0.61830, -0.27696], [1.75981, -0.09858, -1.96614], [-1.15599, -1.43936, 2.92999], [1.95189, -0.71112, -0.03962], [-1.35269, 1.67614, -2.04297], [-0.41415, 0.54915, -2.85493], [3.61080, 1.05928, -0.75830], [0.05745, 1.63563, -0.15331]], "nbo_charge": [0.241, -0.785, 0.041, -0.043, 0.166, -0.356, 0.261, 0.046, -0.429, 0.421, 0.233, 0.219, -0.620, -0.235, 0.230, 0.215, 0.213, 0.256, -0.295, 0.382, 0.385, 0.244, 0.212], "total_charge": 1, "homo_energy_ha": [-0.488, -0.488], "smiles": "C=[N+](C)C1=[N+]([O-])O[C@H](C)[C@H]1N", "homo_lumo_gap_ev": [8.067, 8.065], "mol_weight_g_mol": 158.2}


*2*
{"formula": "C6H12N3O2", "method": "wB97M-V/def2-TZVPD", "elements": ["C", "C", "N", "H", "N", "H", "C", "O", "O", "C", "H", "H", "C", "H", "H", "H", "N", "H", "H", "H", "H", "C", "H"], "positions_angstrom": [[-1.26367, 0.15117, -0.11252], [0.58115, -0.91790, -0.52962], [0.44775, 0.01688, -1.47573], [2.24568, -3.84686, -0.26674], [-2.49538, 2.41081, 1.34943], [-2.93778, 3.38401, 1.12931], [1.70367, -1.82549, -0.50136], [-0.85373, 0.67968, -1.22625], [1.14666, 0.38887, -2.35516], [-0.49633, -0.92000, 0.36727], [-1.32385, 3.75209, -0.46860], [-0.73629, -1.62313, 1.02079], [-1.26631, 2.06744, 0.93005], [-2.32858, 0.05974, 0.10203], [2.15164, -1.91776, -1.56621], [1.06812, -3.46225, 0.99763], [-0.72249, 3.05933, 0.01993], [0.42637, -3.44657, -0.50869], [-0.10882, 3.80835, 0.38174], [-0.32884, 2.51474, -0.71843], [-2.89146, 1.88007, 2.12845], [1.38408, -3.24847, -0.00874], [2.60022, -1.43342, 0.02012]], "nbo_charge": [0.098, 0.111, 0.356, 0.238, -0.751, 0.396, -0.453, -0.386, -0.394, -0.277, 0.398, 0.238, 0.281, 0.229, 0.248, 0.217, -0.776, 0.208, 0.470, 0.473, 0.441, -0.606, 0.243], "total_charge": 1, "homo_energy_ha": [-0.404, -0.404], "homo_lumo_gap_ev": [6.519, 6.511], "mol_weight_g_mol": 158.2}


Which one is most stable, and which one is least stable? *1* is the most stable of them, while *2* is the least stable.